(1)
Entry from OMol25: a molecular structure, C25H21F3N3O2PReS (ωB97M-V/def2-TZVPD).

Geometry as XYZ:
```
57
Properties=species:S:1:pos:R:3:forces:R:3:mulliken_spin:R:1
H -3.091 0.658 -4.326 0.0348 -0.1506 -0.0452 0.0000
N -1.878 2.115 -1.146 0.0076 0.0300 -0.0200 0.0009
H -2.348 -3.409 0.126 -0.0033 0.0051 0.0125 0.0018
C 0.631 -1.626 -0.954 -0.1464 0.1696 -0.0492 0.1299
H -2.160 -0.231 -6.433 -0.0032 0.0002 -0.0047 0.0001
C 2.676 0.427 4.943 -0.0084 0.0208 -0.0310 0.0123
C 2.897 -0.914 7.046 0.0080 -0.0079 -0.0036 -0.0006
H -1.468 5.312 -2.077 -0.0023 0.0082 0.0106 0.0000
H -2.886 4.038 -3.660 -0.0010 0.0078 0.0034 0.0002
Re 0.895 -0.103 1.027 0.6173 -0.1168 -0.2079 2.5480
H -3.432 2.407 -3.207 0.0046 0.0755 0.0362 -0.0001
C -1.034 -1.776 -5.466 -0.0104 0.0234 -0.0221 -0.0014
H -0.388 5.358 0.189 -0.0096 0.0079 -0.0068 0.0000
C -2.163 -2.461 -0.374 0.0159 -0.0104 -0.0132 0.0232
P -0.704 -2.779 -1.579 -0.0017 0.0421 -0.0237 0.0157
C 1.122 -1.481 3.750 0.0192 0.0798 -0.0359 0.0481
C -1.744 -1.463 0.613 -0.0063 -0.0031 -0.0247 -0.0106
H -2.486 -0.344 -2.177 -0.0070 -0.0227 -0.0308 -0.0009
C -2.077 -0.764 -3.090 -0.0342 -0.0046 -0.0140 0.0005
C 2.198 0.577 3.663 0.0133 0.0215 0.0441 -0.0148
C 2.365 -0.736 5.635 -0.0081 -0.0234 0.0059 0.0201
H 3.555 -1.724 0.841 -0.0024 0.0008 -0.0010 0.0053
C 2.771 -1.306 0.223 -0.0027 -0.1364 -0.0011 0.0232
H 1.813 1.605 -1.280 -0.0082 0.0084 0.0260 0.0131
O -0.941 -1.697 1.506 -0.0640 -0.0544 0.1434 0.0138
N -0.768 3.361 0.555 -0.0208 0.0392 -0.0119 0.0030
C -2.410 -0.182 -4.303 -0.0484 -0.0450 -0.0059 -0.0001
F 4.228 -0.800 7.041 -0.0019 0.0004 0.0024 0.0008
C -1.225 -1.870 -3.061 -0.0092 -0.0589 -0.0326 0.0054
C 0.688 -0.251 -1.305 -0.0643 -0.2062 -0.0899 -0.0919
C 1.778 0.578 -0.942 0.1075 0.0535 0.1097 0.0779
C -2.573 3.074 -3.267 -0.0017 0.0871 0.0185 0.0007
H -0.074 -3.252 -4.247 -0.0003 0.0050 0.0011 -0.0008
C 1.575 -1.701 5.034 0.0019 0.0024 0.0336 -0.0099
C -1.942 3.216 -1.924 0.0242 0.0427 0.0084 0.0023
C -0.712 -2.375 -4.257 -0.0041 0.0036 0.0074 -0.0037
H 1.616 -3.140 0.239 -0.0136 -0.0015 -0.0047 0.0093
H 0.487 -2.192 3.241 0.0170 -0.0195 0.0180 0.0019
H 1.311 -2.611 5.554 -0.0007 0.0007 -0.0004 0.0002
N 1.438 -0.365 3.065 -0.2017 -0.0384 0.0163 0.0046
F 2.397 0.034 7.840 -0.0044 0.0026 0.0001 0.0010
H -0.114 0.169 -1.901 0.0066 0.0333 0.0537 0.0145
C -1.413 4.421 -1.468 -0.0250 -0.0104 -0.0194 -0.0020
H 2.409 1.468 3.085 0.0126 -0.0057 -0.0054 0.0030
C 1.649 -2.119 -0.118 0.0906 0.0653 0.0779 0.0281
O -2.157 -0.200 0.382 0.0311 -0.0087 0.0120 0.0128
H 3.282 1.203 5.390 0.0014 -0.0022 0.0038 0.0009
H 3.740 0.613 0.029 -0.0094 0.0181 -0.0021 0.0242
H -0.636 -2.176 -6.389 -0.0021 -0.0037 0.0000 0.0000
H -3.031 -2.158 -0.955 0.0094 0.0078 -0.0155 0.0020
C -1.888 -0.684 -5.489 0.0266 -0.0307 -0.0104 0.0009
F 2.572 -2.105 7.542 -0.0061 0.0030 -0.0021 0.0001
S -1.233 0.948 1.217 -0.2137 0.0633 0.0387 0.0219
C -1.313 2.301 0.013 0.0068 -0.0367 0.0445 0.0166
C 2.870 0.018 -0.214 -0.1456 0.0891 -0.0245 0.0460
H -1.854 2.639 -3.965 -0.0116 0.0136 0.0228 0.0000
C -0.823 4.454 -0.217 0.0473 -0.0341 0.0084 0.0025
```
Positions in Å, forces in eV/Å.

Output
<S²>	3.776
energy above the lowest of the compared OMol25 structures with the same formula, charge and spin	292.78	kJ/mol
net charge	+2
orbital gap (alpha / beta)	0.292 / 0.245	Ha
LUMO energy (alpha / beta)	-0.22644 / -0.28967	Ha
multiplicity	4
E	-65221.7920	eV

(2)
Entry from OMol25: a molecular structure, C25H21FeN4OS4 (ωB97M-V/def2-TZVPD).

Geometry as XYZ:
```
56
Properties=species:S:1:pos:R:3:forces:R:3:mulliken_spin:R:1
H 2.003 -0.096 -6.627 0.0029 0.0022 -0.0098 0.0006
H -1.169 4.836 3.677 0.0053 0.0023 0.0142 0.0002
S 0.233 0.950 -2.226 -0.0518 0.0687 -0.0616 0.0723
H -3.829 -0.757 2.208 -0.0175 0.0035 0.0043 0.0014
H -2.068 -5.351 0.145 0.0028 0.0004 0.0090 -0.0006
N -0.873 2.643 1.136 -0.1217 0.1170 0.0376 0.0099
H -0.580 -3.074 4.233 -0.0010 0.0023 0.0143 -0.0006
C 2.092 -0.288 -5.566 -0.0065 0.0055 0.0175 0.0042
C -0.630 3.264 2.293 -0.0146 -0.0222 -0.0703 0.0002
H -0.884 -1.135 -2.554 0.0300 0.0179 0.0145 -0.0011
S 0.295 -1.502 2.175 0.0546 0.0278 0.1479 0.0503
H 3.917 -2.090 -3.349 -0.0012 -0.0029 0.0136 -0.0026
H -0.714 0.591 2.637 0.0051 -0.0182 -0.0016 -0.0092
C -1.982 -0.369 1.208 0.0156 0.0446 0.0200 -0.0093
S 2.564 -1.145 -1.092 -0.0845 -0.0107 0.0059 0.0792
H 0.741 3.326 3.783 0.0357 -0.0175 -0.0150 0.0000
C -1.750 -4.852 1.052 -0.0255 -0.0401 -0.1171 0.0006
N 2.044 1.391 0.911 -0.1887 0.1150 0.2876 0.0392
N -1.342 -0.168 0.052 -0.0781 0.1817 0.0476 -0.0227
C -0.930 -3.586 3.344 0.0025 -0.0294 0.0542 -0.0026
C 3.166 -1.404 -3.720 0.0137 -0.0260 0.0464 0.0000
H 1.081 2.232 2.509 -0.0351 -0.0123 0.0222 0.0014
C -2.025 -0.163 -1.090 0.0005 -0.0284 -0.0211 0.0083
H -2.680 -6.277 2.325 -0.0042 -0.0062 0.0103 0.0001
O 3.767 2.997 0.594 0.0669 0.0531 -0.0064 0.0267
H -1.928 -5.145 4.429 -0.0030 -0.0032 0.0057 0.0000
H -3.925 -0.313 -2.064 -0.0161 -0.0034 -0.0029 0.0011
C -1.123 -0.401 2.437 -0.0581 0.0168 -0.0125 0.0274
C 2.911 2.187 0.731 -0.0070 -0.0353 0.0160 0.0307
C -3.351 -0.567 1.258 0.0122 0.0113 -0.0340 -0.0028
H 3.722 -1.681 -5.753 -0.0048 -0.0002 -0.0068 -0.0002
H -5.145 -0.684 0.083 -0.0061 -0.0008 0.0003 -0.0006
C 1.260 0.345 -4.664 0.0076 0.0270 -0.0503 -0.0074
C 3.052 -1.172 -5.070 -0.0050 0.0218 -0.0743 -0.0019
C -1.680 -4.739 3.457 0.0034 -0.0052 -0.0207 0.0001
C -1.237 -0.117 -2.366 -0.0174 -0.0214 0.0505 0.0093
C -0.984 -3.669 0.888 -0.0110 0.0127 -0.0037 -0.0034
H -3.457 4.499 0.051 -0.0098 0.0169 0.0120 0.0002
C -1.862 3.103 0.376 -0.0239 0.0498 0.0209 0.0017
H -1.868 0.207 -3.193 0.0388 0.0009 -0.0171 0.0015
H -1.700 -0.722 3.305 0.0341 -0.0447 -0.0141 0.0010
H -2.017 2.580 -0.563 -0.0077 -0.0216 0.0076 0.0018
C -2.091 -5.367 2.278 -0.0137 -0.0231 0.1022 0.0005
Fe 0.842 0.056 0.072 0.2818 -0.5391 -0.3860 3.6477
C -0.598 -3.049 2.098 0.0506 0.1117 0.0213 0.0143
C 1.363 0.098 -3.297 -0.0573 0.0227 0.0529 0.0087
H -3.021 5.653 2.244 0.0005 0.0012 -0.0069 -0.0001
C -2.668 4.175 0.714 0.0095 0.0063 0.0058 -0.0004
C -1.393 4.361 2.730 0.0163 -0.0512 -0.0290 0.0003
N 0.378 2.733 3.056 0.0853 0.0354 0.0203 -0.0001
C -3.405 -0.319 -1.116 0.0324 0.0012 0.0264 0.0000
C -4.073 -0.531 0.075 0.0286 0.0105 0.0079 -0.0019
S -0.576 -3.123 -0.688 0.0230 -0.0058 -0.0901 0.0239
C -2.418 4.809 1.929 -0.0307 -0.0097 -0.0552 -0.0003
C 2.328 -0.780 -2.770 0.0541 -0.0111 0.0015 0.0063
H 0.515 1.052 -5.009 -0.0116 0.0011 -0.0119 -0.0033
```
Positions in Å, forces in eV/Å.

Output
<S²>	6.014
energy above the lowest of the compared OMol25 structures with the same formula, charge and spin	3.57	kJ/mol
net charge	-1
orbital gap (alpha / beta)	0.224 / 0.223	Ha
LUMO energy (alpha / beta)	0.08911 / 0.08903	Ha
multiplicity	5
E	-112007.0285	eV

(3)
Entry from OMol25: a molecular structure, C25H21IrN5O6S (ωB97M-V/def2-TZVPD).

Geometry as XYZ:
```
59
Properties=species:S:1:pos:R:3:forces:R:3:lowdin_charge:R:1
H 2.817 -6.892 0.239 -0.0017 -0.0002 0.0010 0.0892
C 3.429 1.473 1.752 0.0196 -0.0508 -0.0322 -0.0412
N 0.367 -2.773 0.617 0.0328 -0.0029 -0.0309 0.0964
H 2.504 -1.835 -2.197 0.0189 0.0436 0.0045 0.0796
C -3.075 -0.775 3.107 0.0165 0.0067 -0.0183 -0.0673
N 2.448 2.530 1.815 -0.0674 0.0152 -0.0853 -0.1008
S 0.397 1.473 -2.113 0.1070 0.0013 -0.0243 0.5899
Ir -0.040 -0.116 -0.441 -0.2108 -0.1101 -0.1176 1.2333
H -1.425 -2.590 2.277 -0.0040 0.0091 -0.0014 0.1246
C 2.797 3.925 1.927 0.0024 -0.0011 0.0032 -0.0416
C 3.843 -5.817 -1.321 0.0026 0.0206 -0.0107 -0.1045
H -0.536 3.937 -2.942 0.0077 -0.0003 -0.0103 0.0805
H -3.290 2.552 1.223 -0.0013 -0.0005 -0.0029 0.1133
C 1.323 2.092 1.186 0.0825 -0.0211 0.0740 -0.3999
C -3.227 1.625 1.782 -0.0263 0.0044 0.0207 -0.0223
H 0.353 3.864 1.128 -0.0262 -0.0002 0.0005 0.1072
C -2.650 3.811 -3.259 0.0486 0.0681 -0.0010 -0.1190
C -3.992 0.161 3.528 -0.0124 0.0408 -0.0203 -0.1191
N -0.390 -1.638 0.828 -0.0592 0.0955 -0.1124 -0.1569
C -1.240 1.958 -2.545 0.1620 0.2868 -0.0114 -0.6031
C 2.036 -4.917 -0.038 -0.0113 -0.0376 0.0270 -0.0343
C -3.604 1.665 -2.851 -0.0553 -0.1200 -0.0062 -0.0369
H 3.001 4.384 0.954 -0.0004 -0.0009 0.0070 0.0986
H -0.549 2.445 0.555 -0.0031 0.0117 -0.0084 0.0712
O -3.373 -0.997 -2.590 0.0674 -0.0624 -0.1347 0.0298
N 1.365 0.800 0.835 -0.1047 0.0033 -0.0540 0.0113
C -3.768 2.990 -3.206 -0.0774 0.0022 -0.0057 -0.1083
N 0.281 2.874 0.991 -0.0622 -0.0277 -0.0338 0.2284
O 3.202 -2.464 -2.495 -0.0136 0.0125 -0.0141 0.0662
C 1.182 -2.605 -0.388 0.0397 0.0155 0.0375 -0.4149
O 1.268 -1.523 -1.111 0.0728 -0.0120 0.0829 -0.2134
C -2.199 -0.558 2.031 0.0164 -0.0191 -0.0006 -0.1261
H -4.751 3.374 -3.446 -0.0006 0.0009 -0.0038 0.0883
H 4.522 -6.629 -1.553 -0.0001 -0.0004 -0.0011 0.0937
C 2.102 -3.713 -0.738 -0.0348 0.0117 0.0019 -0.0712
H -2.743 4.852 -3.546 -0.0026 0.0017 0.0021 0.0896
H 4.657 -4.499 -2.817 0.0006 -0.0013 -0.0010 0.1103
H -4.445 0.983 -2.830 -0.0006 0.0374 -0.0046 0.1101
O -1.364 -0.972 -1.704 0.0949 -0.0134 0.2649 -0.1810
H 3.687 4.010 2.546 -0.0039 0.0053 0.0045 0.0900
C 2.603 0.305 1.209 0.0921 -0.0627 0.1019 -0.4410
O 2.996 -0.829 1.142 -0.0095 0.0161 -0.0307 0.1039
C -2.359 1.122 -2.531 -0.1337 -0.0088 -0.0262 -0.1602
H 1.288 -5.000 0.738 0.0086 -0.0050 -0.0016 0.1035
H 3.850 1.232 2.728 -0.0089 -0.0072 -0.0129 0.1333
H -3.014 -1.731 3.616 -0.0035 0.0007 0.0068 0.1032
C -1.306 -1.666 1.716 -0.0125 0.0483 0.0328 -0.0627
C -1.412 3.298 -2.929 0.0527 -0.0545 0.0255 -0.1513
C 2.889 -5.967 -0.317 -0.0011 -0.0010 0.0090 -0.1091
H 4.238 1.692 1.049 0.0026 0.0095 0.0085 0.1395
C -2.272 0.684 1.342 0.0730 -0.1069 -0.0575 -0.3096
O -1.536 1.047 0.314 0.0896 0.1115 0.0346 -0.2822
C 3.928 -4.636 -2.030 -0.0035 -0.0237 0.0091 -0.0253
H -4.787 2.128 3.140 -0.0059 -0.0024 0.0055 0.0948
C -2.373 -0.375 -2.255 -0.2220 -0.0640 0.1176 -0.5835
H 2.000 4.479 2.426 0.0102 0.0091 0.0003 0.0847
C -4.064 1.377 2.844 0.0221 -0.0566 0.0299 -0.1043
C 3.061 -3.576 -1.754 0.0419 -0.0213 -0.0390 -0.2619
H -4.650 -0.050 4.361 -0.0050 0.0067 0.0013 0.0884
```
Positions in Å, forces in eV/Å.

Output
energy above the lowest of the compared OMol25 structures with the same formula, charge and spin	0.00	kJ/mol
net charge	-1
orbital gap	0.232	Ha
LUMO energy	0.07801	Ha
E	-59681.5807	eV

(4)
Entry from OMol25: a molecular structure, C25H21MgN6O in a non-equilibrium geometry (ωB97M-V/def2-TZVPD).

Geometry as XYZ:
```
54
Properties=species:S:1:pos:R:3:forces:R:3:lowdin_charge:R:1
H 5.250 4.173 0.044 0.1639 0.1289 -0.0021 0.1197
C -5.920 -2.319 0.640 -0.0397 -0.0038 0.0066 -0.0665
H 2.422 1.538 -1.668 0.0743 0.0944 0.0806 0.1634
C 1.894 -4.890 0.120 -0.3080 0.0909 0.0171 -0.0268
H -0.163 -5.513 0.249 -0.0843 -0.0543 0.0208 0.1170
C 5.339 2.097 0.377 0.1550 0.9850 -0.1059 -0.0524
H 6.418 2.081 0.354 0.0884 0.0351 -0.0669 0.1120
H 3.804 -3.882 0.135 0.1046 0.0262 -0.0064 0.1193
C 2.509 2.036 0.486 0.0271 -0.3332 -0.2122 -0.1466
C 4.691 3.266 0.216 0.3325 -0.4115 0.0423 -0.0077
C 3.303 0.781 0.572 2.0282 1.3753 0.2354 -0.2335
C 2.732 -3.795 0.206 -0.1134 0.7178 0.0469 0.0254
C 0.014 4.169 -0.606 0.0962 0.2865 0.0577 0.0228
C -0.302 2.747 -0.523 0.9325 -0.3473 -0.5165 -0.2041
H 1.720 2.037 1.244 0.0324 0.1163 -0.0813 0.1628
C -4.621 -4.076 -0.350 -0.0681 -0.0985 -0.0111 -0.0712
H -6.851 -1.967 1.059 -0.0699 0.0308 0.0555 0.1076
C -5.808 -3.633 0.211 0.0455 0.0138 -0.0332 -0.0691
H -2.791 3.795 0.744 0.0212 0.1040 0.0148 0.0948
N -1.595 0.980 0.126 1.2417 0.6345 -0.2938 -0.0361
H -6.650 -4.304 0.302 -0.0399 -0.0559 0.0093 0.1081
C 2.162 -2.526 0.385 -0.8204 -1.6107 0.0676 -0.3213
H -2.633 -3.545 -0.947 0.0557 -0.0008 -0.0395 0.1071
N 3.018 -1.465 0.506 0.9599 2.2909 0.0316 0.1215
H -3.696 2.439 0.066 0.0040 0.0384 -0.0155 0.0743
C 4.668 0.838 0.525 -1.4156 -0.8083 0.0937 0.0392
C 2.400 3.655 -0.977 0.0701 0.0024 -0.1754 -0.1526
C -3.549 -3.212 -0.481 0.1326 0.2384 0.0662 -0.0306
C 3.215 3.392 0.328 -0.0957 0.1243 0.1933 -0.1736
C -3.645 -1.895 -0.027 -0.2737 -0.4162 -0.0103 -0.1439
Mg 0.106 -0.197 -0.145 0.4022 -0.4474 -0.0837 0.9044
N -2.684 0.262 0.273 -1.6545 -0.2275 0.5052 0.0714
H -4.931 -0.431 0.855 0.0026 0.0835 0.0373 0.1060
O -1.416 -1.354 -0.704 0.5249 -0.4948 -0.2394 -0.1067
H -2.964 3.640 -1.011 -0.0478 0.1217 -0.0569 0.0921
H -0.990 -3.216 0.661 -0.0530 -0.0361 -0.1246 0.1038
H -0.809 4.863 -0.542 -0.0701 0.1199 0.1102 0.1139
C -1.603 2.248 -0.126 -1.2338 -0.4811 0.5096 -0.2373
C -4.849 -1.454 0.527 0.1886 -0.0162 -0.0212 -0.0193
H 2.983 4.116 1.114 0.0135 -0.0456 0.0360 0.1581
C 0.530 -4.687 0.273 0.1989 0.0621 0.1020 -0.0095
H 2.295 -5.881 -0.041 0.0126 -0.0299 -0.0026 0.1209
N 0.843 -2.333 0.510 0.4087 0.6376 -0.1550 0.0729
N 0.549 1.839 -0.882 -0.6322 -0.2258 0.0576 0.0631
H 5.256 -0.068 0.513 -0.0514 -0.0831 0.0021 0.1187
C 1.918 2.177 -0.938 0.6079 0.2665 0.0763 -0.2285
H -4.536 -5.096 -0.695 0.0058 -0.0693 -0.0465 0.1058
C -2.837 3.088 -0.083 0.0109 -0.1679 -0.0861 -0.0041
C -2.492 -0.986 -0.148 -0.5252 0.8768 -0.0243 -0.4263
N 2.497 -0.309 0.465 -0.8091 -2.4994 -0.1782 0.0515
H 1.463 5.648 -0.997 -0.0953 0.1696 0.0801 0.1245
C 0.059 -3.395 0.487 -0.3006 -0.5097 0.0656 -0.0984
C 1.256 4.599 -0.845 -0.0767 -0.1882 -0.0260 0.0103
H 3.023 3.923 -1.833 -0.0640 -0.0093 -0.0068 0.1537
```
Positions in Å, forces in eV/Å.

Output
net charge	+1
orbital gap	0.221	Ha
LUMO energy	-0.17305	Ha
E	-42692.9193	eV